Computed, not measured: the ion C4H10NS with charge -1 at a distorted geometry, with ωB97M-V with the def2-TZVPD basis set.

Geometry as ORCA input:
```
! RIJCOSX wB97M-V def2-TZVPD def2/J DEFGRID3
* xyz -1 1
C -3.32513 -0.99227 0.43485
C -1.89401 -0.62369 -0.08132
N -1.11329 0.17034 0.87618
C 0.04376 0.83896 0.23486
C 1.20778 -0.09391 -0.03172
S 2.79982 0.58649 -0.62570
H -3.20381 -1.83888 1.10892
H -3.68334 -0.10591 0.95035
H -3.92528 -1.21519 -0.44162
H -2.12789 0.01632 -0.93252
H -1.30581 -1.50273 -0.35539
H -0.77989 -0.47860 1.58273
H 0.19313 1.80743 0.72036
H -0.27418 1.17962 -0.75518
H 0.94411 -0.79116 -0.83401
H 1.38747 -0.87806 0.72692
*
```

Properties
Relative energy (zero: lowest compared OMol25 entry of this formula, charge and spin): 13.3 kcal per mole
LUMO level: 3.6043 eV
SMILES: CCNCC[S-]
Orbital gap: 5.77 eV


Computed, not measured: a structure of composition C60H44F8O14V3 at a distorted geometry, with ωB97M-V with the def2-TZVPD basis set.

Geometry as ORCA input:
```
! RIJCOSX wB97M-V def2-TZVPD def2/J DEFGRID3
* xyz 0 2
O -1.42158 4.53600 -0.35202
V -1.01428 3.46021 -1.39033
O -1.98023 3.57784 -2.70318
O 2.68631 4.37528 0.08227
V 2.74273 3.72167 -1.34583
O 4.04486 2.77771 -1.58059
O 2.05891 -3.57733 2.55494
V 2.27675 -3.85041 1.02617
O 3.50345 -4.85397 0.75711
C -0.65393 -0.71637 -0.10889
C -0.62181 0.68940 -0.25993
C 0.85937 1.36717 -0.15952
O 0.97665 2.51806 -0.62630
C 1.91409 0.58387 0.38381
C 1.73955 -0.80700 0.41899
C 0.37252 -1.41792 0.30964
O 0.13830 -2.69385 0.55737
O 2.81208 -1.48985 0.55797
O -1.55942 1.43941 -0.58962
H -1.64020 -1.15637 -0.11701
H 2.89773 1.02816 0.34561
C 0.02081 6.25920 -3.97242
C 0.99038 5.48279 -3.19947
C 2.56389 5.82914 -3.40036
O 3.34148 5.24318 -2.65374
C 2.93207 6.83482 -4.41036
C 1.94253 7.52241 -5.02926
C 0.41418 7.27544 -4.81830
O -0.50306 7.74276 -5.55089
O 2.35560 8.47927 -5.80861
O 0.68527 4.57411 -2.45350
H -1.04031 6.06299 -3.92849
H 3.99965 6.83271 -4.57363
F -3.75182 3.31798 -0.24448
C -4.79610 2.87202 0.58521
C -6.01396 3.60539 0.61411
C -7.10900 3.17402 1.29064
C -7.02811 1.97389 2.08090
C -5.81309 1.29533 2.08997
C -4.67958 1.67117 1.24097
H -6.03433 4.57768 0.14438
H -8.08659 3.62522 1.20619
H -7.80922 1.77943 2.80094
H -5.69126 0.35036 2.59848
H -3.73944 1.13985 1.22554
F 1.99179 2.44693 -3.68375
C 1.10671 1.49944 -4.01889
C 0.22102 1.79855 -4.98709
C -0.77571 0.91566 -5.27983
C -0.94919 -0.20840 -4.45261
C -0.03855 -0.50165 -3.38103
C 1.01248 0.41034 -3.18586
H 0.36740 2.66977 -5.60834
H -1.47589 1.10518 -6.07998
H -1.55064 -1.06834 -4.70789
H -0.22521 -1.39092 -2.79729
H 1.77107 0.28341 -2.42768
F -3.45898 1.61621 4.53829
C -2.20834 1.82479 3.94001
C -2.11253 3.05254 3.31090
C -0.91849 3.38667 2.67900
C 0.18660 2.59173 2.82821
C 0.06757 1.30925 3.36516
C -1.14041 0.95716 3.98345
H -2.96580 3.71223 3.25484
H -0.80718 4.34851 2.20059
H 1.07424 2.90532 2.29891
H 0.83348 0.54844 3.33427
H -1.33772 -0.01510 4.41027
F 6.69180 0.51608 5.17612
C 5.90293 1.37646 4.53490
C 4.71894 0.86770 4.01479
C 3.83269 1.77444 3.38976
C 4.22934 3.03759 3.05677
C 5.32969 3.58850 3.64467
C 6.20483 2.72151 4.37334
H 4.48518 -0.18564 4.06211
H 2.95812 1.33053 2.93758
H 3.58917 3.71638 2.51288
H 5.61045 4.62423 3.52287
H 7.03389 3.21108 4.86262
F -6.01146 -2.61265 -3.73136
C -4.85337 -3.21125 -3.43929
C -4.21219 -2.83753 -2.24740
C -3.00929 -3.38703 -2.02122
C -2.39591 -4.27106 -2.83425
C -3.01844 -4.66927 -4.02680
C -4.28762 -4.14128 -4.35062
H -4.63519 -2.10362 -1.57744
H -2.42621 -3.20945 -1.12966
H -1.44588 -4.68740 -2.53341
H -2.44617 -5.25480 -4.73111
H -4.80227 -4.33675 -5.27977
F 0.91885 -5.74686 0.20078
C -0.21961 -6.49959 0.22254
C -0.22129 -7.80349 -0.18315
C -1.44087 -8.54104 -0.23667
C -2.55093 -7.95396 0.37378
C -2.48941 -6.68651 0.88280
C -1.28644 -6.00415 0.86668
H 0.74438 -8.16331 -0.50627
H -1.52227 -9.48089 -0.76246
H -3.48338 -8.49889 0.37382
H -3.37690 -6.36614 1.40828
H -1.09293 -5.06773 1.36875
F -5.07471 -2.71682 1.37272
C -4.34086 -3.22727 2.34982
C -2.97114 -2.96698 2.37770
C -2.20900 -3.48349 3.47809
C -2.90326 -4.26015 4.43524
C -4.27307 -4.51964 4.33375
C -4.98651 -4.03191 3.27589
H -2.49344 -2.29191 1.68310
H -1.13166 -3.44606 3.54398
H -2.32332 -4.54870 5.29941
H -4.84445 -4.83711 5.19348
H -6.03847 -4.16945 3.07378
F 9.69950 0.13986 0.63528
C 8.43058 0.11315 0.07584
C 8.31131 -0.32141 -1.26576
C 7.07834 -0.68544 -1.83182
C 5.96936 -0.40437 -1.04897
C 6.07360 0.15387 0.22638
C 7.25581 0.29601 0.90142
H 9.26346 -0.35466 -1.77439
H 7.04572 -1.12634 -2.81718
H 4.98595 -0.69695 -1.38615
H 5.11390 0.32496 0.69123
H 7.39066 0.78661 1.85407
*
```

Properties
LUMO level (spin up / spin down): -2.3748 / -3.7567 eV
Orbital gap (spin up / spin down): 6.59 / 5.20 eV


Computed, not measured: the molecule C16H22BNO7 at a distorted geometry, with ωB97M-V with the def2-TZVPD basis set.

Geometry as ORCA input:
```
! RIJCOSX wB97M-V def2-TZVPD def2/J DEFGRID3
* xyz 0 1
C 4.73290 -1.08084 1.14696
C 3.80590 -1.18782 2.32318
O 2.75530 -0.23740 2.19916
C 1.77035 -0.94982 1.55183
O 1.83558 -2.13241 1.26786
C 0.51633 -0.25099 0.95900
C 0.18519 -0.99363 -0.30768
C -0.82488 -0.30680 -1.22434
C -2.21524 -0.26074 -0.98047
C -3.09599 0.16858 -1.97675
C -2.55333 0.72343 -3.14792
B -3.43000 1.41741 -4.36588
O -2.69714 1.41369 -5.60162
O -4.69952 1.80776 -4.21720
C -1.17057 0.65148 -3.39445
C -0.34566 0.12483 -2.46304
N 0.87997 1.15302 0.56113
C 1.84497 1.38181 -0.43198
C 2.22016 2.80931 -0.69138
O 2.40422 0.52192 -1.09677
C -0.75243 -0.18318 1.85840
O -1.14376 0.87936 2.27924
O -1.28285 -1.41502 2.07340
C -2.18340 -1.56363 3.11268
C -1.70384 -1.44803 4.54535
H 4.88913 0.03725 1.09425
H 4.26385 -1.28062 0.14539
H 5.72838 -1.50182 1.35160
H 3.50949 -2.22665 2.48424
H 4.43854 -0.94090 3.13544
H 1.09797 -1.19446 -0.83155
H -0.09525 -1.99904 0.06116
H -2.58117 -0.73143 -0.04318
H -4.21712 0.14999 -1.92283
H -3.16186 1.51583 -6.53883
H -5.06688 2.18887 -5.05285
H -0.82227 0.98476 -4.40676
H 0.69509 0.05936 -2.58926
H 0.31434 1.86257 0.95928
H 2.82121 3.27929 0.04846
H 2.71062 2.80783 -1.67422
H 1.34095 3.49738 -0.85621
H -2.95564 -0.81107 2.87106
H -2.84293 -2.48115 3.01610
H -2.64549 -1.37300 5.07168
H -1.15763 -0.53139 4.82975
H -1.11562 -2.35388 4.86859
*
```

Properties
Relative energy (zero: lowest compared OMol25 entry of this formula, charge and spin): 29.5 kcal per mole
LUMO level: 0.2140 eV
SMILES: CCOC(=O)C(Cc1ccc(B(O)O)cc1)(NC(C)=O)C(=O)OCC
Orbital gap: 8.97 eV


Computed, not measured: the ion C3H3N2 with charge +1 at a distorted geometry, with ωB97M-V with the def2-TZVPD basis set.

Geometry as ORCA input:
```
! RIJCOSX wB97M-V def2-TZVPD def2/J DEFGRID3
* xyz 1 1
C 1.13473 0.09986 -0.19460
N 0.55323 1.17656 0.09092
C -1.20259 0.71528 -0.05505
N -1.16725 -0.53171 -0.23626
C 0.15597 -0.90734 -0.04595
H 2.29689 0.06682 -0.41286
H -2.05823 1.28385 0.40977
H 0.28725 -1.90332 0.44402
*
```

Properties
Relative energy (zero: lowest compared OMol25 entry of this formula, charge and spin): 64.3 kcal per mole
LUMO level (spin up / spin down): -8.6473 / -8.6484 eV
SMILES: C1=NC=[N+]=C1
Orbital gap (spin up / spin down): 7.83 / 7.83 eV


Computed, not measured: a structure of composition C38H32BaCl3GeN3O2S6, with ωB97M-V with the def2-TZVPD basis set.

Geometry as ORCA input:
```
! RIJCOSX wB97M-V def2-TZVPD def2/J DEFGRID3
* xyz -1 2
Ba -0.09836 -0.81139 -0.46472
C -3.96831 2.36567 -0.90716
C -3.21354 1.19503 -0.71079
N -2.03947 1.20873 -0.13598
C -1.46727 2.36211 0.27565
C -2.11898 3.59888 0.02498
C -3.40550 3.55772 -0.55683
C -1.47382 4.82267 0.32071
C -0.20215 4.77708 0.82010
C 0.42928 3.56555 1.13611
C -0.18020 2.31863 0.96752
N 0.32476 1.10484 1.32512
C 1.15865 0.91920 2.39026
C 1.51398 1.86984 3.34760
C 2.38646 1.59880 4.41491
C 2.94090 0.36765 4.60020
C 2.54734 -0.67764 3.73270
C 2.97487 -2.00495 3.93968
C 2.49965 -3.01909 3.15889
C 1.59520 -2.69032 2.13744
N 1.21820 -1.45845 1.90166
C 1.65360 -0.42998 2.65750
H -4.95399 2.30601 -1.34852
H -3.58478 0.22502 -1.02751
H -3.92951 4.49312 -0.72020
H -1.98329 5.75796 0.12146
H 0.34456 5.69654 0.99845
H 1.44296 3.61554 1.50094
H 1.09367 2.85950 3.31338
H 2.61600 2.40976 5.09677
H 3.62930 0.15925 5.40962
H 3.66996 -2.20262 4.74775
H 2.79789 -4.04729 3.31090
H 1.17316 -3.45804 1.49624
S -7.68187 -3.83413 1.46970
C -6.17277 -3.27497 1.12161
S -5.41767 -3.48521 -0.41677
C -3.84943 -2.78655 -0.05603
C -3.69689 -2.32944 1.26974
S -2.35456 -1.62526 1.96584
S -5.12173 -2.55384 2.28198
S -2.72449 -2.75751 -1.29798
Cl 4.82738 -3.12162 -2.90985
Ge 3.95561 -3.44557 -0.81206
Cl 4.13606 -1.26303 -0.16209
Cl 1.68540 -3.40398 -1.55201
O -1.00037 0.96924 -2.98322
S -0.09346 1.89989 -3.71047
C 0.46124 3.13801 -2.49256
C 1.09287 4.34122 -3.12988
C 2.21013 4.21339 -3.95110
C 2.76256 5.32628 -4.56757
C 2.21621 6.58386 -4.35458
C 1.11522 6.72209 -3.52275
C 0.55321 5.60662 -2.92032
C -1.21476 2.96887 -4.69136
C -0.54096 3.59988 -5.87997
C -0.57632 4.97634 -6.07339
C 0.04930 5.55382 -7.16858
C 0.72091 4.75973 -8.08594
C 0.75782 3.38490 -7.90448
C 0.13029 2.80920 -6.81057
H 1.15880 2.59429 -1.85280
H -0.40767 3.41372 -1.89686
H 2.64833 3.23730 -4.11528
H 3.62490 5.21067 -5.21193
H 2.65178 7.45231 -4.83232
H 0.68864 7.70148 -3.34390
H -0.30314 5.70936 -2.26426
H -1.68029 3.70995 -4.04054
H -1.98595 2.26138 -5.00181
H -1.08467 5.60226 -5.35017
H 0.01889 6.62822 -7.29838
H 1.21421 5.20947 -8.93807
H 1.27772 2.75730 -8.61729
H 0.16652 1.73428 -6.67575
C 2.05240 -1.07500 -4.25590
C 2.45289 -0.14416 -3.15526
C 3.80397 0.49919 -3.23301
O 1.70987 0.07624 -2.21263
H 2.20520 -0.60130 -5.22812
H 1.01317 -1.37094 -4.13137
H 2.69460 -1.95736 -4.20816
H 3.93972 0.99005 -4.19969
H 4.55534 -0.29134 -3.15977
H 3.93504 1.19852 -2.41078
*
```

Properties
Relative energy (zero: lowest compared OMol25 entry of this formula, charge and spin): 4.6 kcal per mole
LUMO level (spin up / spin down): 1.8806 / 0.8710 eV
Orbital gap (spin up / spin down): 6.33 / 5.32 eV


Computed, not measured: a cluster of 2 separate species, C3H11NO in total at a distorted geometry, with ωB97M-V with the def2-TZVPD basis set.

Geometry as ORCA input:
```
! RIJCOSX wB97M-V def2-TZVPD def2/J DEFGRID3
* xyz 0 1
C 1.58544 0.27154 -1.21576
C 0.96173 -0.16856 0.09577
O -0.43908 0.17827 0.14325
C -0.83373 1.50159 -0.16658
H 2.33617 -0.44722 -1.56151
H 0.86781 0.44040 -2.04671
H 2.00097 1.30164 -1.19267
H 1.44993 0.36266 0.90203
H 1.02250 -1.25195 0.27981
H -0.42624 1.83184 -1.13562
H -0.36928 2.18610 0.55903
H -1.91525 1.65295 -0.10909
N -1.55392 -2.06651 1.60348
H -2.49353 -1.74198 1.44278
H -1.35314 -2.70715 0.85024
H -0.84039 -1.34361 1.55157
*
```

Properties
Relative energy (zero: lowest compared OMol25 entry of this formula, charge and spin): 29.5 kcal per mole
LUMO level: 0.9460 eV
SMILES: CCOC.N
Orbital gap: 10.27 eV


Computed, not measured: a structure of composition C12H16CeClSc at a distorted geometry, with ωB97M-V with the def2-TZVPD basis set.

Geometry as ORCA input:
```
! RIJCOSX wB97M-V def2-TZVPD def2/J DEFGRID3
* xyz -1 2
Ce 0.49835 0.36317 -4.34928
Cl 1.31048 -1.64892 -2.62230
C 2.56951 1.34515 -4.43298
C -0.60787 -1.14724 -5.63368
H 2.60412 1.74667 -5.46454
H 2.66555 2.17042 -3.71020
H 3.36246 0.59578 -4.27852
H -0.54333 -0.68696 -6.63792
H -1.65490 -1.22026 -5.30529
H -0.09819 -2.12072 -5.58516
Sc 0.11093 -0.08960 -1.13602
C -1.66920 -0.99853 -0.25633
C -0.85458 1.25322 -2.64368
H -2.48770 -0.55613 -0.84012
H -1.54043 -2.02790 -0.61944
H -1.97755 -1.05086 0.79114
H -1.78941 1.35313 -3.29092
H -0.57177 2.32071 -2.81680
C 0.41530 0.24151 0.92991
C 0.12074 0.09137 2.12573
C -0.01380 -0.04924 3.49192
C -1.14507 0.45459 4.15945
C -1.03752 0.66680 5.53060
C 0.08152 0.13993 6.21915
C 1.08451 -0.60687 5.55561
C 1.08052 -0.60090 4.16816
H -2.03525 0.72184 3.59347
H -1.83014 1.23678 6.05609
H 0.18168 0.28299 7.30454
H 1.86623 -1.16787 6.10006
H 1.90480 -1.01201 3.59734
*
```

Properties
Relative energy (zero: lowest compared OMol25 entry of this formula, charge and spin): 34.2 kcal per mole
LUMO level (spin up / spin down): 2.2633 / 2.2410 eV
Orbital gap (spin up / spin down): 5.72 / 5.70 eV


Computed, not measured: a cluster of 18 separate species, C7H49FN3O17S in total at a distorted geometry, with ωB97M-V with the def2-TZVPD basis set.

Geometry as ORCA input:
```
! RIJCOSX wB97M-V def2-TZVPD def2/J DEFGRID3
* xyz 1 1
C 3.28851 0.55438 -0.28941
C 2.79745 1.29046 -1.49687
F 2.44616 2.59759 -1.19654
C 1.60412 0.65104 -2.19203
C 0.37414 0.73551 -1.31145
C -0.50836 -0.50724 -1.35818
C -1.50234 -0.32590 -0.26387
N -2.24436 0.97276 -0.33787
C -1.57404 1.99633 -0.85533
N -1.92884 3.22104 -0.60737
S -3.24796 3.65930 0.41078
N -0.50790 1.87529 -1.72707
H 2.55136 0.46062 0.49846
H 4.09437 1.12902 0.14368
H 3.61053 -0.44390 -0.53956
H 3.60557 1.30060 -2.21126
H 1.41211 1.20747 -3.09915
H 1.77289 -0.37969 -2.45573
H 0.62412 0.86657 -0.26839
H -0.93211 -0.65913 -2.34433
H 0.12259 -1.33971 -1.09116
H -0.97905 -0.38062 0.68000
H -2.21830 -1.13275 -0.24324
H -2.54925 1.17397 0.61120
H -1.38821 3.96190 -1.03591
H -3.43352 4.89293 -0.07662
H -0.92664 1.57207 -2.61050
O -0.93309 0.87976 2.73152
H -1.08870 1.82986 2.64723
H -0.51918 0.80722 3.60004
O -3.81834 -1.37782 1.76505
H -4.53453 -0.81990 1.43495
H -3.08844 -0.76374 1.91309
O 1.48382 -2.02446 1.00969
H 0.93216 -2.80808 0.87681
H 1.04190 -1.54165 1.71965
O -5.57873 1.07091 2.56594
H -6.01895 1.62130 3.22776
H -5.35913 1.68140 1.85308
O -5.62022 1.54668 5.61390
H -4.75348 1.13999 5.50485
H -5.85704 1.35705 6.52886
O 4.38659 -2.84657 -0.79074
H 3.71834 -2.47056 -0.20401
H 5.23176 -2.59698 -0.39169
O -3.92864 0.44205 -3.47072
H -3.52975 0.66439 -2.62353
H -3.26584 -0.09246 -3.92429
O -1.84426 -3.49743 2.15824
H -2.32655 -4.17507 2.64397
H -2.48769 -2.79017 2.01964
O 4.23633 -0.06020 -4.02998
H 4.96695 0.34937 -4.51333
H 4.66837 -0.51755 -3.29780
O -2.08469 2.75398 4.31701
H -2.66890 2.00419 4.15618
H -2.53016 3.26255 5.01095
O 3.90991 -3.17480 -4.35457
H 3.73869 -2.23258 -4.46841
H 4.37272 -3.22855 -3.51060
O 3.53292 -3.35429 2.95583
H 2.95115 -2.86868 2.35808
H 4.39539 -3.34885 2.52747
O -6.98714 -2.50188 1.15307
H -6.06114 -2.25700 1.23633
H -7.39835 -2.16623 1.95753
O 1.44158 -1.01542 -4.80433
H 2.24510 -0.58108 -5.11675
H 1.60300 -1.95630 -4.94828
O -3.51365 3.63762 6.80544
H -4.46110 3.81328 6.84263
H -3.34507 3.05079 7.55129
O 7.07362 -3.14801 -1.62962
H 7.67196 -3.78927 -1.22887
H 6.25719 -3.64344 -1.76741
O 6.45309 1.87678 -5.36410
H 5.73534 2.42134 -5.70755
H 7.19187 2.48864 -5.27176
*
```

Properties
LUMO level: -3.0350 eV
Orbital gap: 10.03 eV


Number 1: electronic energy -16635.53561 eV. Number 2: electronic energy -190396.11938 eV. Number 3: electronic energy -33449.77641 eV. Number 4: electronic energy -6126.78850 eV. Number 5: electronic energy -208289.80848 eV. Number 6: electronic energy -6825.96562 eV. Number 7: electronic energy -58850.77681 eV. Number 8: electronic energy -60879.06592 eV.